No. 1
DFT (ωB97M-V with the def2-TZVPD basis set) results for a cluster of 9 separate species, C9H27N9O18 in total.

Each line ends with the Löwdin charge.
Positions of all 63 atoms, in Å:
O 0.2993 -3.4786 4.3586  0.069
O 1.9016 -1.0230 -3.5573  0.074
O 4.0515 -3.6113 0.6037  0.045
O 1.5292 -3.1228 -3.2809  0.066
O 1.1999 0.6674 -1.1380  0.072
O -3.1140 -0.7029 -1.1832  0.045
O -1.8633 1.5092 5.6078  0.094
O 4.4917 2.4901 -4.7956  0.066
O 1.0030 -1.4632 4.6054  0.058
O 1.7163 -1.0878 -0.0237  0.039
O -4.6262 -1.3594 -2.5792  0.072
O 1.1807 3.5217 -0.3969  0.043
O 4.0784 -4.9542 -1.0697  0.074
O -2.6363 1.6572 0.6098  0.047
O 4.5281 0.3698 -4.4257  0.056
O 1.1957 4.8789 -2.0732  0.079
O -3.2232 3.6838 0.5414  0.060
O -1.7767 1.8824 3.5131  0.035
N 0.9866 -2.5328 4.0434  -0.457
N -4.1937 -1.1901 -1.4549  -0.436
N -1.9107 1.1301 4.4636  -0.442
N 1.1277 -0.0334 -0.1678  -0.415
N 4.4329 1.5218 -4.0673  -0.449
N 1.1836 -1.9725 -3.4367  -0.445
N 0.6747 4.3575 -1.1185  -0.445
N -3.3855 2.5484 0.9350  -0.422
N 4.1503 -3.8494 -0.5777  -0.440
C 0.0200 0.2327 0.8335  0.070
C 1.8450 -2.7258 2.8623  0.022
C -0.7227 4.7385 -0.7736  0.033
C -5.1443 -1.4967 -0.3250  0.062
C 4.3967 -2.7092 -1.5074  0.043
C 4.1679 1.7642 -2.6327  0.040
C -0.2708 -1.7076 -3.3018  0.042
C -2.1451 -0.2984 4.1908  0.054
C -4.5609 2.2861 1.8003  0.053
H -5.3626 2.8510 1.3368  0.103
H -1.3615 4.0755 -1.3479  0.097
H -0.5957 -0.9657 -4.0245  0.104
H -0.0936 1.2846 1.0542  0.086
H -0.4234 -1.3754 -2.2765  0.076
H 0.3696 -0.2974 1.7176  0.073
H 5.4455 -2.4288 -1.5337  0.102
H 4.0903 -2.9747 -2.5130  0.085
H -4.8960 -0.7963 0.4625  0.072
H 1.1555 -2.6610 2.0153  0.090
H -0.8991 5.7746 -1.0519  0.098
H 2.4972 -1.8820 2.6474  0.096
H -0.9128 4.6507 0.2875  0.081
H 4.5712 2.7354 -2.3626  0.097
H -0.7842 -0.3283 0.3656  0.092
H 4.7906 1.0493 -2.0867  0.094
H -6.1654 -1.4913 -0.6814  0.097
H -3.0773 -0.3942 3.6482  0.098
H -4.8011 1.2270 1.8060  0.078
H -4.3487 2.5668 2.8275  0.099
H -1.9860 -0.8610 5.1025  0.104
H -4.9090 -2.5229 -0.0401  0.104
H 3.7730 -1.9165 -1.0987  0.069
H -1.3148 -0.5611 3.5326  0.075
H 2.3926 -3.6584 2.8408  0.099
H -0.8984 -2.5871 -3.4171  0.096
H 3.1567 1.5664 -2.2919  0.075

Forces on the atoms, in the same order (eV/Å):
-0.296 -0.057 0.162
0.650 0.587 -0.392
-0.113 0.251 0.549
0.440 -0.449 -0.165
0.318 0.620 -0.269
-0.051 -0.502 0.112
-0.066 -0.320 0.405
0.137 0.066 -0.055
-0.169 0.612 0.170
0.585 -0.164 0.167
0.370 -0.233 0.272
0.322 -0.116 -0.054
-0.057 -0.116 0.098
-0.331 -0.858 0.416
0.200 -0.187 -0.073
0.132 0.029 -0.240
-0.642 0.564 0.384
-0.122 -0.292 -0.444
0.632 -0.676 -0.016
-0.943 0.802 -0.440
-0.039 1.035 0.336
-1.233 -0.300 0.126
-0.836 0.078 -0.045
-1.132 -0.524 0.663
-0.397 0.089 0.756
0.865 0.219 -0.559
0.528 -0.363 -0.957
1.389 -0.827 0.177
-0.004 0.804 -1.626
-0.266 0.564 -0.223
0.840 -0.620 -0.188
-0.568 0.468 -0.006
1.420 -0.346 1.305
-0.932 0.123 0.046
1.283 -0.233 -0.455
-0.330 -0.402 -0.126
-0.108 0.136 0.368
-0.084 -0.024 0.097
0.288 0.245 0.170
-0.325 0.092 -0.534
0.117 0.346 -0.121
-0.234 0.064 0.105
0.078 -0.180 0.431
-0.171 -0.196 0.134
-0.203 -0.050 0.105
-0.019 -0.551 0.052
0.178 -0.095 -0.325
0.129 0.021 0.783
0.277 -0.440 0.015
-0.560 0.241 -0.242
-0.544 0.575 0.241
-0.094 -0.123 -0.225
0.018 0.373 -0.140
-0.165 -0.143 0.267
0.221 -0.041 -0.257
0.153 0.439 -0.153
-0.607 0.018 0.105
0.064 0.122 0.228
0.211 0.194 -0.253
-0.247 -0.110 -0.147
-0.253 -0.174 0.344
0.566 -0.329 -0.186
-0.273 0.262 -0.671

The calculation puts the HOMO energy at -0.389 Eh. Its structure (SMILES) is C[N+](=O)[O-].C[N+](=O)[O-].C[N+](=O)[O-].C[N+](=O)[O-].C[N+](=O)[O-].C[N+](=O)[O-].C[N+](=O)[O-].C[N+](=O)[O-].C[N+](=O)[O-]. The orbital gap comes out at 9.951 eV. The LUMO energy comes out at -0.63 eV.

=====

No. 2
DFT (ωB97M-V with the def2-TZVPD basis set) results for a cluster of 5 separate species, C9H27NO5 in total.

Each line ends with the Löwdin charge.
Positions of all 42 atoms, in Å:
O 0.3399 -15.1963 16.7021  -0.040
O -0.8354 -18.7485 12.5254  -0.071
O -1.2720 -17.9052 8.7340  -0.021
O -0.1204 -16.4102 14.1672  -0.075
O -2.4394 -14.8458 13.9781  -0.052
N -1.3543 -16.4887 8.6344  -0.110
C -2.6203 -15.9935 9.2380  -0.494
C -3.7108 -16.5915 8.2993  -0.022
C -1.3652 -13.7569 9.5448  -0.172
C -0.0644 -15.8674 8.9469  -0.498
C -0.1821 -14.3329 8.7472  -0.117
C 1.0434 -16.4092 8.0274  -0.048
C -2.7965 -16.4269 10.7062  -0.016
C 0.4149 -16.2473 10.3834  -0.011
C -2.6460 -14.4727 9.1209  -0.148
H 1.9073 -15.7455 8.0317  0.084
H -2.9406 -14.1699 14.4474  0.050
H -1.5859 -12.7200 9.2807  0.110
H -0.6172 -15.7497 13.6657  0.008
H -3.6334 -17.6454 8.0491  0.075
H 0.0371 -17.2275 10.6196  0.044
H -2.3643 -15.6463 11.3326  0.058
H 0.7129 -13.7905 9.0473  0.119
H -3.6763 -15.9796 7.4012  0.075
H 0.6277 -16.4813 7.0150  0.086
H -0.5763 -18.2403 11.7451  -0.019
H 1.4866 -16.1151 10.4954  0.092
H -4.6513 -16.5054 8.8523  0.078
H -3.0266 -14.1249 8.1609  0.115
H -0.1064 -15.6099 11.1059  0.064
H -1.1818 -13.7914 10.6185  0.100
H -2.4153 -17.4179 10.9251  0.070
H 0.0792 -15.9742 15.0142  -0.002
H -3.8728 -16.3652 10.8899  0.084
H -0.9411 -18.1293 7.8574  0.102
H -3.4327 -14.2089 9.8405  0.123
H -0.6929 -18.1398 13.2688  0.002
H -2.8260 -15.6829 14.2648  0.056
H -0.2902 -15.5966 17.3126  0.058
H -0.4046 -14.1971 7.6873  0.121
H 1.0814 -14.9259 17.2546  0.058
H 1.4204 -17.4057 8.2608  0.082

Forces on the atoms, in the same order (eV/Å):
-0.096 0.026 0.303
-0.100 0.073 0.037
0.224 0.254 0.223
0.044 0.015 -0.040
-0.306 0.054 0.088
0.115 1.020 -0.995
0.943 -1.727 -1.123
-0.185 0.650 1.127
-0.355 -0.207 -0.981
1.189 -0.426 1.513
-1.028 -0.339 0.443
-0.644 -0.078 -0.895
-0.555 0.943 -0.561
-1.220 1.409 -0.016
-0.788 -0.252 1.404
-0.083 0.124 -0.049
0.078 0.006 -0.085
0.603 0.181 0.133
0.061 -0.027 0.219
0.510 -0.003 0.139
0.634 -0.469 -0.330
0.260 -0.349 0.298
0.330 -0.328 -0.253
-0.408 -0.217 -0.181
0.273 0.240 -0.122
-0.063 -0.283 0.397
0.042 -0.292 0.138
-0.249 0.298 -0.491
0.421 -0.136 -0.231
0.340 0.110 0.082
-0.096 -0.131 0.025
-0.060 -0.016 0.037
0.017 -0.124 -0.249
0.039 -0.324 0.277
-0.157 -0.270 0.053
-0.068 0.313 -0.158
0.162 -0.004 -0.171
0.094 0.040 -0.084
0.050 0.026 -0.071
0.274 0.260 -0.115
0.011 -0.032 -0.134
-0.252 -0.007 0.396

The calculation puts the HOMO energy at -0.296 Eh. Its structure (SMILES) is CC1(C)CCCC(C)(C)N1O.O.O.O.O. The orbital gap comes out at 8.266 eV. The LUMO energy comes out at 0.20 eV.

=====

No. 3
DFT (ωB97M-V with the def2-TZVPD basis set) results for a structure of composition C9H27O5V.

Each line ends with the Mulliken spin population.
Positions of all 42 atoms, in Å:
V 3.1137 -17.4994 -35.2157  3.110
O 1.8486 -15.9459 -36.4670  -0.014
O -2.6082 -19.2538 -32.2464  0.000
O 1.2944 -17.6983 -34.2500  -0.093
O -3.0536 -13.6105 -32.9443  0.000
O 0.2550 -23.5118 -35.7604  0.000
C -2.2757 -20.6680 -32.1750  0.000
C -0.0423 -18.0922 -34.4154  0.017
C -3.0281 -21.3471 -33.3185  0.000
C 1.0923 -15.5821 -38.7628  -0.002
C -1.5744 -15.0472 -31.7949  0.000
C -0.5833 -21.4721 -36.6170  0.001
C 0.8171 -16.2459 -37.4251  0.005
C -0.8002 -22.9599 -36.5188  0.000
C -2.6836 -14.9839 -32.8101  0.000
H -1.8250 -18.8142 -32.5795  -0.001
H 0.6077 -17.3096 -37.5228  0.003
H -0.8367 -23.4289 -37.5070  0.000
H -2.7196 -20.9337 -34.2812  0.000
H 0.1522 -21.1876 -37.3756  0.000
H -0.1826 -19.1753 -34.3984  -0.011
H -1.7889 -23.1187 -36.0735  0.000
H 1.2054 -14.4996 -38.6850  0.000
H -1.2041 -20.7547 -32.3649  0.000
H -2.6032 -21.0127 -31.1978  0.000
H -4.0873 -21.1008 -33.2494  0.000
H -0.7414 -14.3889 -32.0531  0.000
H -1.0989 -16.0202 -31.6592  0.000
H -1.4606 -20.9182 -36.9677  0.000
H -0.6999 -17.6359 -33.6668  -0.009
H -3.7681 -13.5400 -33.5831  0.000
H -3.5574 -15.5637 -32.4991  0.000
H -2.8604 -22.4251 -33.2980  0.000
H 0.0945 -24.4223 -35.5016  0.000
H -0.1349 -15.8465 -37.0584  -0.003
H -0.4166 -17.6756 -35.3596  -0.004
H 0.2263 -15.7924 -39.3909  0.000
H 2.0057 -15.9569 -39.2262  0.001
H -1.9487 -14.7071 -30.8296  0.000
H 2.0305 -15.0012 -36.4254  0.000
H -0.3339 -21.0116 -35.6614  0.001
H -2.3584 -15.3494 -33.7940  0.000

Forces on the atoms, in the same order (eV/Å):
-4.810 0.629 1.166
1.339 -1.324 0.645
0.252 -0.319 0.250
3.491 -0.366 -0.965
0.131 0.021 0.068
0.397 0.220 0.350
-0.643 1.024 -1.309
-0.122 0.702 -0.658
0.042 0.097 0.319
0.140 -0.378 0.095
0.517 0.208 0.405
-0.082 1.005 -0.731
-1.107 1.221 -0.647
-0.546 -0.104 -0.130
-0.130 0.197 -0.447
-0.070 0.170 0.072
0.823 -0.180 0.251
0.029 0.154 -0.086
0.286 -0.117 0.034
0.410 -0.273 0.306
0.152 0.017 -0.012
0.153 -0.213 0.271
-0.179 0.006 0.179
0.057 -0.372 0.564
0.311 -0.219 0.019
-0.070 -0.291 0.200
-0.215 0.204 -0.211
-0.457 -0.237 -0.090
-0.316 -0.449 0.115
0.390 0.037 0.254
-0.045 -0.019 0.047
0.143 -0.153 0.062
-0.176 -0.011 -0.126
-0.250 -0.021 -0.184
0.202 0.088 0.288
-0.144 -0.367 -0.064
0.175 0.081 -0.239
-0.122 -0.156 -0.108
0.016 -0.087 0.045
-0.225 0.055 -0.200
0.201 -0.298 0.092
0.054 -0.182 0.108

The net charge is +1. The spin multiplicity is 4. The calculation puts the HOMO energy (spin up / spin down) at -0.445 / -0.445 Eh. The orbital gap (spin up / spin down) comes out at 6.288 / 6.268 eV. The LUMO energy (spin up / spin down) comes out at -5.82 / -5.84 eV.

=====

No. 4
DFT (ωB97M-V with the def2-TZVPD basis set) results for a structure of composition C9H28BrO5.

Each line ends with the Löwdin charge.
Positions of all 43 atoms, in Å:
Br -0.4484 -0.0768 0.1279  1.382
O -0.7013 0.6329 -2.1422  -0.209
O -1.7579 1.1002 1.7865  -0.185
O -2.6127 -0.9172 -0.1779  -0.260
O 0.6015 2.2200 0.4670  -0.139
O 1.5294 -0.7209 1.4440  -0.261
C -2.4229 0.4701 2.8147  -0.203
C 1.1982 -0.7783 -2.3451  -0.164
C -1.1403 -1.7512 -2.2912  -0.061
C -0.2408 -0.5639 -2.6937  -0.462
C 2.9166 1.7140 0.2987  -0.061
C 1.6726 2.2896 -0.4398  -0.401
C 1.4059 -0.5200 2.8768  -0.135
C 1.3737 1.6319 -1.8825  -0.064
C -2.7459 -1.8867 0.8351  -0.190
H 1.0422 0.5942 -1.8449  -0.055
H 0.7135 -0.4704 1.0047  -0.269
H -1.7828 -0.4362 -0.1385  -0.298
H 1.5491 -1.7162 -2.7756  0.095
H -2.6811 1.0538 3.6983  0.073
H -3.2549 -0.1205 2.4312  0.049
H 1.8889 0.0149 -2.6309  0.056
H 2.4119 -0.6930 3.2590  0.068
H 3.8356 1.7432 -0.2866  0.062
H 1.0826 0.4774 3.1750  0.078
H 2.2238 1.6436 -2.5647  0.087
H 2.8056 0.6508 0.5119  0.049
H 0.5211 2.1765 -2.2881  0.096
H -3.6240 -1.6475 1.4349  0.062
H -1.7631 -0.2609 3.2820  0.062
H 1.3665 -0.8790 -1.2728  0.070
H 1.8319 3.3659 -0.5056  0.117
H -2.0837 -1.7778 -2.8367  0.083
H 0.5096 1.2976 0.7167  -0.088
H -0.5883 0.5250 -1.1950  -0.237
H -0.6807 -2.7169 -2.5013  0.070
H -1.3388 -1.8265 -1.2221  0.023
H 3.0527 2.2035 1.2631  0.071
H -1.8364 -1.9502 1.4325  0.069
H -0.3235 -0.4508 -3.7746  0.140
H 0.7457 -1.2658 3.3195  0.063
H -2.9504 -2.8819 0.4402  0.072
H -1.3005 0.5032 1.1899  -0.256

Forces on the atoms, in the same order (eV/Å):
7.563 -4.093 0.635
-3.668 0.229 -5.283
-2.579 3.979 3.365
-6.860 -2.722 0.037
0.413 2.037 -0.017
3.324 -1.160 3.737
0.431 -1.333 0.282
2.493 -3.845 -1.058
0.590 -1.152 -0.251
-1.341 -0.471 -0.611
-0.024 -0.466 -0.747
1.354 -0.383 -0.322
0.704 -0.624 -1.345
0.320 3.212 2.852
-0.369 0.492 -0.790
0.841 4.409 1.786
1.868 -0.933 1.883
-4.246 -1.009 -0.680
-0.190 -0.462 -0.227
-0.343 0.841 -0.482
-0.468 0.438 0.406
0.224 -2.154 -1.320
-0.026 0.083 0.267
0.140 0.530 -0.163
-0.123 0.173 -0.258
0.428 0.531 0.151
-0.325 0.104 0.006
0.649 0.353 -0.225
0.155 -0.080 0.344
0.339 -0.633 0.138
0.103 -0.422 -0.143
0.136 0.119 -0.631
-0.107 0.434 0.162
0.550 1.079 0.560
-0.634 2.218 -3.006
0.492 -0.076 -0.504
0.003 0.049 -0.942
0.031 0.223 -0.072
0.018 -0.013 0.367
0.053 -0.011 -0.204
-0.190 -0.047 0.075
0.199 -0.238 -0.445
-1.928 0.795 2.674

The net charge is -1. The calculation puts the HOMO energy at -0.186 Eh. The orbital gap comes out at 8.434 eV. The LUMO energy comes out at 3.38 eV.

=====

No. 5
DFT (ωB97M-V with the def2-TZVPD basis set) results for a structure of composition C9H28CdNO6.

Each line ends with the Löwdin charge.
Positions of all 45 atoms, in Å:
Cd 2.4522 0.1265 0.1857  1.325
O 3.4088 1.8909 0.8850  -0.094
O 4.5137 -0.9150 0.2316  -0.083
O 1.7491 -1.6489 -0.6319  -0.117
O 0.4450 0.8989 0.7504  -0.345
O 2.4245 -0.9171 2.0647  -0.113
O 2.7023 0.8538 -1.7303  -0.115
N -0.6695 0.2255 0.1529  -0.185
C -0.2617 1.1281 -2.1256  -0.076
C -2.3202 -0.1203 -1.7140  -0.138
C -1.9341 2.2117 -0.7324  -0.038
C -2.5434 -1.4333 0.2360  -0.161
C -0.6008 -1.6928 1.7387  -0.045
C -1.4807 -0.6245 1.0391  -0.494
C -2.1719 0.1812 2.1386  -0.020
C -1.2822 0.8277 -1.0387  -0.503
C -3.3669 -0.5682 -0.7105  -0.172
H -1.9819 2.7880 -1.6616  0.074
H 4.7802 -1.3997 -0.5612  0.077
H -3.1712 -0.1780 2.3809  0.086
H -1.2047 2.7997 -0.1675  0.076
H 2.0417 -2.5425 -0.4118  0.085
H 4.1814 2.3092 0.4853  0.077
H 0.1166 -2.1057 1.0298  0.050
H 3.0168 2.5762 1.4452  0.095
H -2.1832 1.2237 1.8207  0.077
H 0.2796 0.2661 -2.5278  0.071
H -2.9031 2.3257 -0.2501  0.077
H 5.3428 -0.7247 0.6911  0.087
H -2.8376 0.4693 -2.4763  0.122
H -0.7471 1.5833 -2.9902  0.091
H 3.4790 0.6125 -2.2530  0.086
H 2.3809 1.6740 -2.1315  0.081
H -2.0661 -2.2436 -0.3222  0.112
H 1.0285 -1.7701 -1.2683  0.085
H -0.0935 -1.2195 2.5773  0.048
H 1.7227 -0.9252 2.7300  0.062
H -1.1568 -2.5758 2.0571  0.092
H -1.7850 -0.9400 -2.1929  0.113
H -4.1620 -1.1838 -1.1337  0.115
H -3.2898 -1.9264 0.8662  0.119
H -3.8513 0.2077 -0.1164  0.112
H 3.0878 -1.5380 2.3912  0.076
H 0.4819 1.8601 -1.7977  0.058
H -1.5708 0.1531 3.0480  0.072

Forces on the atoms, in the same order (eV/Å):
-2.627 1.004 1.803
1.162 1.818 0.684
0.965 -0.407 -0.325
-0.351 -2.582 -1.464
-0.652 -0.067 -0.253
0.561 -1.038 1.787
1.215 0.875 -2.728
0.585 -2.017 -1.334
0.677 0.322 -0.409
-0.712 1.757 0.399
0.843 0.866 -0.536
-0.591 0.123 0.223
0.169 0.059 -0.748
-0.230 -0.724 0.306
0.233 0.611 0.176
-0.753 0.679 0.429
1.160 -1.255 0.218
-0.379 -0.142 -0.117
0.001 -0.070 0.108
-0.028 0.073 -0.039
-0.047 -0.223 0.371
-0.064 0.073 0.112
-0.036 -0.039 0.020
0.172 0.253 0.047
-0.241 -0.230 -0.010
-0.382 0.027 0.164
-0.124 -0.249 0.320
0.012 -0.660 0.115
-0.118 0.068 0.065
0.414 0.036 -0.297
-0.189 -0.043 0.073
-0.105 -0.003 -0.066
-0.277 -0.114 0.192
0.147 0.081 -0.129
-0.154 0.391 0.226
0.024 -0.274 0.124
-0.212 0.224 -0.333
-0.361 0.368 0.400
-0.235 -0.267 0.077
0.054 0.114 -0.274
0.596 0.003 0.701
0.169 0.372 -0.369
0.022 0.085 -0.044
-0.181 0.028 0.241
-0.130 0.094 0.097

The net charge is +1. The calculation puts the HOMO energy at -0.323 Eh. The orbital gap comes out at 5.115 eV. The LUMO energy comes out at -3.66 eV.

=====

no.,strongest force on any atom (hartree/bohr),energy (eV)
1,0.03810,-60010.9313
2,0.04406,-21497.3333
3,0.09703,-45685.1217
4,0.16769,-90054.3072
5,0.06496,-28118.3080